A molecular structure, C28H29CeN10OS4 at a distorted geometry, computed with the ωB97M-V functional and the def2-TZVPD basis.

Computed properties:
Charge: +1
HOMO level (alpha / beta), eV: -10.8 / -10.8
Energy relative to the best compared isomer or geometry (same formula, charge and spin), kJ/mol: 0.00
Lowest unoccupied orbital energy (alpha / beta), eV: -4.8 / -4.8
Frontier orbital gap (alpha / beta), eV: 6.0 / 6.0

Last column: Löwdin charge in e.
Element x y z (Å)
1 Ce 0.590 -0.586 0.064  0.6320
2 C -3.567 -0.509 3.910  -0.3491
3 S -1.897 0.122 4.108  0.9076
4 C -1.412 0.446 2.484  -1.0697
5 S 0.237 1.057 2.331  0.6304
6 N -2.240 0.229 1.520  -0.0201
7 N -1.648 0.376 0.274  -0.1463
8 C -2.400 0.691 -0.702  -0.0138
9 C -1.806 0.794 -2.042  -0.2490
10 C -2.591 1.084 -3.138  0.0107
11 C -1.987 1.154 -4.391  -0.0335
12 C -0.628 0.946 -4.483  -0.0190
13 C 0.090 0.659 -3.328  -0.1079
14 N -0.474 0.580 -2.125  0.0264
15 H -4.031 -0.414 4.891  0.0426
16 H -3.549 -1.553 3.605  0.0256
17 H -4.124 0.079 3.187  0.0410
18 H -3.454 0.898 -0.528  0.1518
19 H -3.655 1.232 -3.023  0.1293
20 H -2.578 1.350 -5.274  0.1243
21 H -0.113 0.980 -5.432  0.1217
22 H 1.155 0.477 -3.386  0.0547
23 C 3.730 1.031 4.299  -0.0672
24 C 4.036 -0.454 4.385  -0.2276
25 N 2.825 -1.293 4.420  -0.0913
26 C 2.331 -1.673 5.762  -0.1761
27 C 1.243 -0.740 6.257  -0.0596
28 C 2.148 -1.624 3.336  -0.6080
29 S 2.812 -1.110 1.792  0.7246
30 N 1.007 -2.322 3.589  0.1532
31 C 0.094 -2.590 2.713  -0.3858
32 O 0.118 -2.205 1.470  -0.2658
33 C -1.114 -3.354 3.089  -0.1473
34 C -1.329 -3.713 4.418  -0.0201
35 C -2.479 -4.397 4.769  -0.0636
36 C -3.413 -4.737 3.796  -0.0624
37 C -3.200 -4.388 2.469  -0.0569
38 C -2.054 -3.693 2.117  -0.0086
39 H 4.663 1.592 4.238  0.0845
40 H 3.185 1.384 5.172  0.0713
41 H 3.139 1.252 3.413  0.0380
42 H 4.585 -0.690 5.296  0.1183
43 H 4.656 -0.776 3.549  0.0818
44 H 3.201 -1.661 6.418  0.1171
45 H 1.968 -2.696 5.709  0.1126
46 H 1.602 0.282 6.368  0.0703
47 H 0.890 -1.073 7.232  0.0855
48 H 0.399 -0.739 5.569  0.0236
49 H -0.599 -3.438 5.167  0.1095
50 H -2.649 -4.670 5.802  0.1091
51 H -4.307 -5.278 4.076  0.1107
52 H -3.921 -4.655 1.708  0.1049
53 H -1.888 -3.420 1.085  0.1042
54 N -0.437 -2.239 -1.289  0.0701
55 C -1.360 -2.609 -1.910  -0.1368
56 C -2.437 -2.955 -2.662  -0.2443
57 C -3.428 -3.770 -2.042  -0.2129
58 N -4.195 -4.405 -1.464  0.1535
59 C -2.554 -2.403 -3.966  -0.2070
60 N -2.634 -1.893 -4.995  0.1657
61 C 2.743 -3.758 -1.013  0.0064
62 N 3.948 -2.950 -0.854  -0.1094
63 C 5.150 -3.412 -0.351  -0.0210
64 C 5.994 -2.358 -0.294  -0.0374
65 N 5.284 -1.271 -0.756  0.0920
66 C 4.039 -1.640 -1.090  -0.7600
67 S 2.849 -0.588 -1.770  0.6676
68 H 3.044 -4.781 -1.223  0.1065
69 H 2.158 -3.363 -1.841  0.0770
70 H 2.158 -3.722 -0.090  0.0917
71 H 5.290 -4.444 -0.089  0.1350
72 H 7.018 -2.290 0.018  0.1278
73 H 5.611 -0.322 -0.831  0.1666

A molecular structure, C28H29Cl5N7O3SZn, computed with the ωB97M-V functional and the def2-TZVPD basis.

Computed properties:
Charge: +1
HOMO level, eV: -10.6
Energy relative to the best compared isomer or geometry (same formula, charge and spin), kJ/mol: 0.00
Lowest unoccupied orbital energy, eV: -2.3
Frontier orbital gap, eV: 8.3

Last column: Löwdin charge in e.
Element x y z (Å)
1 Zn 0.604 0.405 -1.985  0.6704
2 Cl -0.578 2.753 -4.298  0.6914
3 C 0.901 1.869 -4.677  -0.6670
4 C 1.419 1.005 -3.731  -0.2501
5 C 2.584 0.349 -4.106  -0.6906
6 Cl 3.270 -0.804 -2.982  0.6740
7 C 3.221 0.539 -5.328  -0.7059
8 Cl 4.672 -0.293 -5.717  0.7035
9 C 2.657 1.426 -6.247  -0.7024
10 Cl 3.410 1.687 -7.766  0.7090
11 C 1.479 2.095 -5.924  -0.7089
12 Cl 0.769 3.177 -7.056  0.6917
13 C -1.246 0.879 6.407  -0.0506
14 C -0.118 0.067 5.835  -0.2786
15 C -0.328 -0.851 4.815  -0.0351
16 C 0.703 -1.627 4.301  -0.0222
17 C 1.989 -1.476 4.798  -0.2689
18 N 3.098 -2.222 4.325  0.1331
19 C 3.226 -2.940 3.161  -0.5204
20 O 3.896 -3.945 3.090  0.0947
21 N 2.546 -2.469 2.035  0.1361
22 C 2.374 -1.158 1.586  -0.1985
23 C 2.803 -0.012 2.249  0.0239
24 C 2.551 1.224 1.680  -0.0164
25 C 1.897 1.304 0.468  -0.1049
26 N 1.507 0.201 -0.178  -0.0193
27 C 1.732 -0.995 0.361  -0.0595
28 C 2.220 -0.559 5.820  -0.0241
29 C 1.178 0.192 6.332  -0.0361
30 H -2.141 0.800 5.791  0.0724
31 H -0.978 1.933 6.481  0.0804
32 H -1.504 0.537 7.411  0.0862
33 H -1.327 -0.983 4.418  0.1114
34 H 0.497 -2.352 3.527  0.1138
35 H 3.741 -2.553 5.030  0.1578
36 H 2.553 -3.174 1.312  0.1515
37 H 3.338 -0.078 3.183  0.1144
38 H 2.872 2.129 2.176  0.1186
39 H 1.672 2.253 -0.002  0.1127
40 H 1.403 -1.855 -0.211  0.0921
41 H 3.222 -0.435 6.211  0.1184
42 H 1.378 0.896 7.131  0.1184
43 O -0.757 3.494 -0.684  0.0354
44 C -1.408 2.543 -1.136  -0.6434
45 O -1.039 1.356 -1.295  -0.0734
46 C -2.868 2.839 -1.514  -0.1684
47 N -3.044 4.314 -1.216  0.0860
48 C -4.090 4.460 -0.151  -0.0982
49 C -4.053 3.114 0.555  -0.1404
50 C -3.877 2.134 -0.606  -0.1077
51 H -3.015 2.645 -2.574  0.1411
52 H -3.230 4.877 -2.041  0.1816
53 H -2.069 4.525 -0.860  0.1433
54 H -5.047 4.615 -0.647  0.1343
55 H -3.858 5.324 0.466  0.1342
56 H -4.960 2.942 1.129  0.1246
57 H -3.201 3.065 1.235  0.1274
58 H -4.824 1.984 -1.125  0.1256
59 H -3.493 1.162 -0.304  0.1266
60 C -1.224 -5.702 -1.375  -0.0922
61 C -0.121 -5.051 -2.209  -0.2354
62 C -0.431 -3.633 -2.561  -0.5882
63 N 0.108 -2.613 -1.999  0.0296
64 N -0.374 -1.417 -2.489  -0.0474
65 C -1.280 -1.568 -3.416  -0.6819
66 N -1.910 -0.536 -4.027  0.1256
67 S -1.619 -3.217 -3.766  1.1498
68 H -0.950 -6.723 -1.117  0.0793
69 H -2.168 -5.738 -1.922  0.0713
70 H -1.389 -5.149 -0.451  0.0803
71 H 0.046 -5.620 -3.125  0.1142
72 H 0.822 -5.038 -1.662  0.1158
73 H -1.493 0.381 -3.923  0.0285
74 H -2.347 -0.710 -4.917  0.1058

24 unconnected molecules or ions with the total composition C28H29Cl69FNSi at a distorted geometry, computed with the ωB97M-V functional and the def2-TZVPD basis.

Computed properties:
HOMO level, eV: -9.8
Energy relative to the best compared isomer or geometry (same formula, charge and spin), kJ/mol: 0.00
Lowest unoccupied orbital energy, eV: 0.0
Frontier orbital gap, eV: 9.8

Last column: Löwdin charge in e.
Element x y z (Å)
1 F 3.875 -1.205 -4.281  -0.2279
2 Si 2.367 -1.171 -4.825  0.6155
3 C 1.184 -0.571 -3.489  -0.4426
4 C 1.409 0.650 -3.003  -0.1632
5 C 0.580 1.114 -2.065  -0.0837
6 C -0.406 0.315 -1.714  -0.0948
7 C -0.566 -0.903 -2.215  -0.1556
8 N 0.236 -1.382 -3.119  0.0830
9 H 1.995 -2.514 -5.295  -0.0265
10 H 2.311 -0.197 -5.913  -0.0714
11 H 2.211 1.259 -3.353  0.0927
12 H 0.708 2.077 -1.624  0.1219
13 H -1.113 0.658 -0.988  0.1154
14 H -1.377 -1.519 -1.901  0.1117
15 C 6.833 -1.668 -3.424  -1.5415
16 Cl 6.483 -3.206 -2.624  0.5588
17 Cl 7.906 -0.683 -2.429  0.5369
18 Cl 7.538 -1.955 -5.010  0.5351
19 H 5.900 -1.137 -3.553  -0.0214
20 C 8.880 -6.314 -2.427  -1.5667
21 Cl 10.173 -5.931 -3.562  0.5176
22 Cl 7.776 -7.504 -3.124  0.5199
23 Cl 9.539 -6.896 -0.899  0.5251
24 H 8.324 -5.407 -2.231  -0.0401
25 C 11.140 -2.065 -7.180  -1.5664
26 Cl 12.650 -2.737 -7.796  0.5248
27 Cl 11.138 -0.307 -7.312  0.5213
28 Cl 9.756 -2.757 -8.026  0.5115
29 H 11.058 -2.324 -6.133  0.0057
30 C 4.592 -3.627 13.046  -1.5445
31 Cl 3.970 -5.272 12.897  0.5315
32 Cl 5.055 -3.290 14.716  0.5424
33 Cl 5.959 -3.381 11.961  0.5384
34 H 3.806 -2.940 12.766  0.0115
35 C -6.009 1.639 3.824  -1.5755
36 Cl -4.512 2.504 4.181  0.5137
37 Cl -6.702 2.197 2.299  0.4955
38 Cl -5.738 -0.099 3.883  0.5269
39 H -6.730 1.875 4.595  -0.0011
40 C 2.247 2.920 -6.896  -1.5511
41 Cl 3.622 2.057 -6.211  0.5388
42 Cl 1.727 2.133 -8.389  0.5370
43 Cl 0.894 2.997 -5.756  0.4914
44 H 2.554 3.928 -7.139  -0.0253
45 C 7.465 -6.309 14.465  -1.5417
46 Cl 6.842 -7.950 14.317  0.5366
47 Cl 7.927 -5.969 16.137  0.5438
48 Cl 8.834 -6.058 13.380  0.5290
49 H 6.679 -5.621 14.185  -0.0613
50 C -6.597 -4.407 3.727  -1.5447
51 Cl -6.322 -4.454 5.468  0.4970
52 Cl -8.095 -3.531 3.389  0.5122
53 Cl -5.250 -3.676 2.856  0.5200
54 H -6.708 -5.420 3.366  0.0113
55 C -5.496 -6.284 8.963  -1.5428
56 Cl -5.797 -4.578 8.630  0.5072
57 Cl -6.474 -7.320 7.930  0.5317
58 Cl -3.776 -6.630 8.787  0.5303
59 H -5.764 -6.479 9.992  0.0117
60 C -2.069 5.699 -5.711  -1.5285
61 Cl -0.517 6.215 -6.370  0.4825
62 Cl -2.616 4.236 -6.534  0.4963
63 Cl -1.971 5.421 -3.968  0.5276
64 H -2.783 6.491 -5.886  0.0144
65 C 4.130 -2.288 0.242  -1.5555
66 Cl 4.611 -1.369 1.670  0.5267
67 Cl 3.310 -3.778 0.706  0.5329
68 Cl 3.105 -1.313 -0.812  0.5792
69 H 5.024 -2.554 -0.304  -0.0438
70 C 0.668 9.082 -9.199  -1.5515
71 Cl 1.727 8.079 -8.208  0.4907
72 Cl -0.335 10.119 -8.183  0.5246
73 Cl 1.605 10.044 -10.340  0.5315
74 H 0.015 8.430 -9.762  0.0114
75 C -9.617 4.475 0.149  -1.5524
76 Cl -10.365 3.216 1.138  0.5181
77 Cl -9.419 5.966 1.061  0.5253
78 Cl -8.060 3.937 -0.474  0.5088
79 H -10.268 4.677 -0.691  -0.0274
80 C -5.801 1.928 -8.575  -1.5129
81 Cl -6.932 2.254 -9.887  0.5041
82 Cl -4.190 2.466 -9.047  0.5085
83 Cl -6.369 2.717 -7.102  0.4990
84 H -5.772 0.861 -8.406  0.0167
85 C 11.472 -4.552 15.531  -1.5572
86 Cl 12.781 -5.659 15.941  0.5344
87 Cl 11.532 -3.114 16.548  0.5340
88 Cl 11.543 -4.109 13.825  0.5124
89 H 10.531 -5.055 15.708  -0.0587
90 C -4.542 5.968 -11.628  -1.5437
91 Cl -4.131 6.006 -9.911  0.5040
92 Cl -6.174 5.351 -11.875  0.5012
93 Cl -4.363 7.574 -12.341  0.5238
94 H -3.852 5.302 -12.125  0.0137
95 C -8.943 3.579 -14.232  -1.5417
96 Cl -7.987 2.881 -12.921  0.4744
97 Cl -10.387 4.366 -13.598  0.5318
98 Cl -7.977 4.714 -15.172  0.5237
99 H -9.254 2.777 -14.886  0.0108
100 C -7.820 6.422 4.902  -1.5406
101 Cl -7.955 7.632 3.634  0.5163
102 Cl -9.416 5.976 5.509  0.5267
103 Cl -6.957 4.992 4.327  0.5185
104 H -7.256 6.851 5.718  0.0109
105 C -9.969 2.906 -4.090  -1.5632
106 Cl -10.028 4.589 -3.564  0.5422
107 Cl -11.470 2.452 -4.888  0.5233
108 Cl -8.613 2.660 -5.194  0.4928
109 H -9.855 2.277 -3.220  -0.0829
110 C -10.953 -0.171 -1.294  -1.5259
111 Cl -12.078 1.120 -1.734  0.5293
112 Cl -11.711 -1.748 -1.492  0.5408
113 Cl -9.463 -0.080 -2.238  0.5619
114 H -10.695 -0.048 -0.251  0.0067
115 C 14.885 -5.210 12.025  -1.5660
116 Cl 15.939 -3.938 12.643  0.5193
117 Cl 14.846 -5.183 10.261  0.5208
118 Cl 15.406 -6.791 12.610  0.5177
119 H 13.882 -5.028 12.388  -0.0413
120 C -1.090 -8.008 11.327  -1.5690
121 Cl 0.473 -7.314 11.768  0.5141
122 Cl -1.016 -9.767 11.277  0.5315
123 Cl -2.318 -7.455 12.463  0.5133
124 H -1.353 -7.653 10.341  -0.0215
125 C 3.358 6.954 -4.590  -1.5206
126 Cl 2.148 8.224 -4.431  0.5277
127 Cl 2.589 5.400 -4.932  0.5215
128 Cl 4.528 7.357 -5.849  0.5285
129 H 3.886 6.870 -3.651  0.0132

A molecular structure, C28H29ClI2IrN4O3 at a distorted geometry, computed with the ωB97M-V functional and the def2-TZVPD basis.

Computed properties:
Charge: +1
HOMO level, eV: -9.6
Energy relative to the best compared isomer or geometry (same formula, charge and spin), kJ/mol: 0.00
Lowest unoccupied orbital energy, eV: -3.6
Frontier orbital gap, eV: 6.0

Last column: Löwdin charge in e.
Element x y z (Å)
1 Ir -0.175 -0.011 0.423  1.0079
2 I 4.204 0.437 0.718  0.8306
3 C 3.625 -1.496 0.141  -1.1124
4 I 1.637 -1.744 -0.613  1.0104
5 H 3.708 -2.147 1.001  -0.0331
6 H 4.271 -1.820 -0.666  -0.0337
7 C -3.766 -4.687 -5.995  -0.0708
8 O -3.674 -3.345 -5.540  -0.0746
9 C -4.532 -2.951 -4.572  -0.2830
10 C -4.401 -1.624 -4.144  0.0125
11 C -5.201 -1.137 -3.138  -0.0245
12 C -6.155 -1.965 -2.533  -0.2893
13 C -6.337 -3.246 -3.017  -0.0212
14 C -5.513 -3.760 -4.013  -0.0077
15 N -7.015 -1.561 -1.453  0.0799
16 N -6.727 -0.637 -0.671  0.0758
17 C -5.409 -0.286 -0.254  -0.2211
18 C -5.256 1.003 0.186  0.0040
19 C -3.984 1.566 0.444  0.0225
20 C -2.853 0.822 0.256  -0.3484
21 O -1.613 1.304 0.406  -0.2262
22 C -3.005 -0.544 -0.079  -0.1622
23 N -1.836 -1.245 -0.161  -0.0241
24 C -1.897 -2.561 -0.292  -0.1248
25 C -3.108 -3.255 -0.295  -0.0188
26 C -4.286 -2.553 -0.269  0.0173
27 C -4.262 -1.146 -0.234  -0.0969
28 H -2.999 -4.798 -6.755  0.0946
29 H -4.744 -4.887 -6.437  0.0982
30 H -3.578 -5.392 -5.183  0.0957
31 H -3.657 -1.000 -4.622  0.1232
32 H -5.112 -0.104 -2.828  0.1210
33 H -7.121 -3.858 -2.585  0.1206
34 H -5.649 -4.778 -4.345  0.1055
35 H -6.150 1.608 0.271  0.1223
36 H -3.891 2.595 0.768  0.1246
37 H -0.959 -3.093 -0.390  0.0642
38 H -3.105 -4.336 -0.298  0.1233
39 H -5.229 -3.080 -0.241  0.1264
40 Cl -4.596 -3.645 3.265  0.7048
41 C -3.187 -2.647 3.155  -0.6713
42 C -1.942 -3.238 2.989  -0.1041
43 C -0.832 -2.434 2.816  -0.0592
44 C -0.944 -1.042 2.774  -0.3355
45 C 0.209 -0.180 2.462  -0.1988
46 C -2.198 -0.478 3.025  -0.0461
47 C -3.318 -1.269 3.211  -0.0853
48 H -1.853 -4.317 2.997  0.1133
49 H 0.146 -2.891 2.704  0.1159
50 H 1.171 -0.657 2.641  0.0609
51 H 0.139 0.806 2.910  0.0553
52 H -2.293 0.602 3.051  0.1238
53 H -4.286 -0.825 3.407  0.1181
54 C 1.333 3.311 -2.118  0.0034
55 N 1.200 3.689 -0.707  -0.1092
56 C 1.248 5.100 -0.322  -0.0131
57 C 1.060 2.723 0.185  -0.4819
58 C 0.985 3.057 1.637  0.0190
59 O 1.027 1.530 -0.241  -0.2606
60 H 1.381 4.211 -2.722  0.0916
61 H 0.482 2.706 -2.424  0.0997
62 H 2.238 2.722 -2.268  0.0993
63 H 1.177 5.704 -1.221  0.0918
64 H 2.182 5.347 0.184  0.1006
65 H 0.413 5.353 0.328  0.0997
66 H 1.615 3.905 1.895  0.0902
67 H 1.304 2.189 2.201  0.0579
68 H -0.049 3.290 1.904  0.1123

| no. | calculated total energy (hartree) |
| --- | --- |
| 1 | -3774.95242 |
| 2 | -6171.81790 |
| 3 | -33281.59058 |
| 4 | -2688.74302 |